Here is a cluster of 2 separate species, CH3O2 in total at a distorted geometry from the Open Molecules 2025 dataset. Energies are from ωB97M-V/def2-TZVPD.

Last column: Löwdin charge in e.
Element x y z (Å)
C (0.3880, 0.6249, -0.2073)  0.11
O (-1.1228, -1.4245, 0.3516)  0.33
O (-0.2237, 0.1682, 0.6983)  0.12
H (0.8311, 1.6350, -0.1396)  0.16
H (0.4310, -0.0050, -1.1624)  0.17
H (-1.8793, -0.9580, 0.7150)  0.12

Summary:
Strongest force on any atom in eV Å⁻¹: 3.5
Net charge: +1
2S+1: 3
Relative energy (zero: lowest compared OMol25 entry of this formula, charge and spin) in kcal/mol: 0.0


Here is a cluster of 2 separate species, H6N4O in total at a distorted geometry from the Open Molecules 2025 dataset. Energies are from ωB97M-V/def2-TZVPD.

Last column: Löwdin charge in e.
Element x y z (Å)
N (-0.8380, 1.1864, -0.0850)  -0.13
N (0.2823, -1.8195, -0.5513)  0.00
N (0.5516, 1.5795, 0.0683)  -0.09
N (-0.1314, -1.5078, 0.5460)  -0.42
O (0.3047, -1.7641, 1.6851)  0.13
H (-1.0118, 0.8543, -1.1568)  0.14
H (-1.3642, 2.0148, 0.0900)  0.05
H (0.9708, 1.8629, -0.9181)  0.12
H (1.0514, -2.5060, -0.5847)  0.05
H (1.0473, 0.7814, 0.3421)  0.00
H (-0.8626, -0.6819, 0.5643)  0.15

Summary:
Strongest force on any atom in eV Å⁻¹: 8.7
2S+1: 3
Relative energy (zero: lowest compared OMol25 entry of this formula, charge and spin) in kcal/mol: 37.9


Here is a cluster of 2 separate species, C3H6Cl2O in total at a distorted geometry from the Open Molecules 2025 dataset. Energies are from ωB97M-V/def2-TZVPD.

Last column: Löwdin charge in e.
Element x y z (Å)
C (0.3836, 0.7245, -0.7511)  -0.42
C (0.7233, -0.3042, 0.3585)  -0.71
C (-0.6901, -1.0208, 0.6951)  -0.67
H (-0.1877, 2.6839, -0.6953)  0.35
H (0.1707, 0.2802, -1.6991)  0.08
H (1.2739, 1.3715, -0.7615)  0.09
H (0.9934, 0.0470, 1.3217)  0.09
H (-0.4908, -1.7063, 1.5628)  0.08
H (-1.4990, -0.2103, 1.1381)  0.12
O (-0.8170, 1.2852, -0.1825)  -0.22
Cl (1.8177, -1.4741, -0.3983)  0.62
Cl (-1.6781, -1.6765, -0.5884)  0.58

Summary:
Strongest force on any atom in eV Å⁻¹: 7.7
2S+1: 1
Relative energy (zero: lowest compared OMol25 entry of this formula, charge and spin) in kcal/mol: 112.2


no.,DFT total energy (hartree)
1,-189.8644
2,-297.5624
3,-1113.3517